1 | Formula: C2H6NP
Source: the OMol25 dataset
Level of theory: wB97M-V/def2-TZVPD

Atoms and positions in Å:
C -0.0342 1.2658 0.2394
C 1.0416 0.1679 0.5224
N 0.0136 0.0228 -0.5554
P -1.3313 -0.9760 -0.9397
H -0.8097 1.3970 1.0567
H 0.1858 2.0935 -0.4344
H 2.0785 0.4091 0.2293
H 0.9654 -0.3816 1.5817
H -1.4809 -1.9849 0.0543
H -0.6287 -2.0137 -1.7543

Results
Frontier orbital gap, eV: 10.522
Multiplicity: 1
Structure (SMILES): PN1CC1
E_LUMO, eV: 1.1
HOMO, eV: -9.41
Total charge: 0

---

2 | Formula: C2H6NP
Source: the OMol25 dataset
Level of theory: wB97M-V/def2-TZVPD

Atoms and positions in Å:
C 1.7152 -0.6562 0.4099
C -0.7386 1.4079 -0.5850
N -1.6864 0.7088 -0.2879
P -2.6964 -0.5261 0.0992
H 2.2380 -0.8482 1.3189
H 0.6661 -0.4656 0.5978
H 1.7234 -1.5931 -0.1538
H -0.0930 2.1749 -0.4926
H 2.3508 0.2029 0.0155
H -3.4790 -0.4053 -0.9221

Results
Frontier orbital gap, eV: 7.791
Multiplicity: 1
E_LUMO, eV: 0.4
HOMO, eV: -7.42
Total charge: 0

---

Computed energies relative to the best structure, in kcal/mol: 1 0.0; 2 25.0

---

1 | Formula: C6H15N
Source: the OMol25 dataset
Level of theory: wB97M-V/def2-TZVPD

Atoms and positions in Å:
C -0.0447 0.7013 2.2868
C 0.8757 0.0279 1.2086
C 0.3035 0.0377 -0.2524
C -0.1090 1.2035 -1.0575
C -0.9107 -1.1115 -0.3252
C -1.2688 -1.3919 -1.7510
N 2.1666 0.8337 0.8604
H 0.4074 1.5005 2.8750
H -0.9741 0.8046 1.6785
H -0.5023 0.1011 2.9961
H 0.9426 -1.0452 1.6180
H 1.1804 -0.5359 -0.6695
H -0.6478 1.9923 -0.4036
H 0.6431 1.7904 -1.6653
H -0.8935 1.0370 -1.7776
H -0.4344 -2.0741 0.1565
H -1.8836 -0.7313 0.1072
H -2.1579 -1.9714 -1.7595
H -0.4166 -2.0618 -2.2966
H -1.3023 -0.6033 -2.5571
H 2.8756 0.1897 0.7871
H 2.1510 1.3070 -0.0587

Results
Frontier orbital gap (alpha / beta), eV: 12.120 / 6.658
Multiplicity: 2
E_LUMO (alpha / beta), eV: -3.1 / -8.5
HOMO (alpha / beta), eV: -15.19 / -15.18
Total charge: +1

---

2 | Formula: C6H15N
Source: the OMol25 dataset
Level of theory: wB97M-V/def2-TZVPD

Atoms and positions in Å:
C -1.2502 -2.5487 1.1110
N -0.3922 -1.7211 0.1608
C -0.3087 -0.1720 0.4934
C 0.5928 0.3506 -0.5500
C 0.2272 1.8110 -0.8444
C 0.7624 2.2980 -2.2906
C 0.3542 -0.0480 1.8712
H -0.7696 -2.8789 2.0011
H -1.6776 -3.3447 0.3835
H -2.1246 -2.0073 1.5086
H 0.5831 -2.1016 -0.0495
H -1.2434 0.3914 0.4359
H 1.5793 0.2281 -0.1890
H 0.5847 -0.2159 -1.4758
H -0.8935 1.8580 -0.9523
H 0.4312 2.4357 0.0244
H 1.7497 2.7126 -2.2014
H -0.0563 2.7815 -2.8271
H 1.0839 1.6194 -3.2515
H 1.2613 -0.3431 2.1834
H -0.4819 -0.3257 2.5902
H 0.4537 1.0937 1.9498

Results
Frontier orbital gap (alpha / beta), eV: 11.045 / 6.323
Multiplicity: 2
E_LUMO (alpha / beta), eV: -3.0 / -7.7
HOMO (alpha / beta), eV: -14.06 / -14.05
Total charge: +1

---

Computed energies relative to the best structure, in kcal/mol: 1 15.9; 2 0.0

---

1 | Formula: C4H21N2O8
Source: the OMol25 dataset
Level of theory: wB97M-V/def2-TZVPD

Atoms and positions in Å:
C 1.8201 -1.4893 0.7287
N 1.6439 -1.5443 2.2108
C 0.9776 -0.4420 0.0440
C 1.7795 0.8841 0.0965
N 0.6171 -0.7178 -1.3235
C -0.7558 -0.4798 -1.7674
O -0.8578 -0.3817 -3.0066
O -1.6386 -0.3778 -0.8863
H 1.7208 -2.5280 0.4531
H 2.9100 -1.3396 0.6034
H 2.0319 -0.7883 2.7633
H 0.6359 -1.5291 2.4005
H 0.1156 -0.1144 0.6227
H 2.4655 0.8986 -0.7404
H 2.2124 1.1905 1.0666
H 1.1075 1.7616 -0.0688
H 1.2815 -0.5262 -2.0540
H -3.6271 -0.7866 1.2467
H -2.2089 -0.3796 0.5905
O -2.7209 -0.5346 1.4384
H 0.6007 -0.3261 -3.9529
H 0.6511 1.1334 -4.1215
O 1.0380 0.3598 -4.5392
H 4.1590 0.2561 -2.1217
H 3.9947 0.5196 -0.6643
O 4.6768 0.5127 -1.3533
H -1.4747 2.7860 2.2281
H -2.3906 2.2738 3.3592
O -1.9709 3.0843 3.0134
H -2.6798 2.1418 0.4820
H -1.6248 1.1500 0.3229
O -1.7164 2.1057 0.5338
H -2.3711 -1.3841 2.7781
H -1.7274 -1.9772 4.0405
O -2.5880 -1.8658 3.6279

Results
Frontier orbital gap, eV: 9.085
Multiplicity: 1
E_LUMO, eV: 3.0
HOMO, eV: -6.13
Total charge: -1

---

2 | Formula: C4H21N2O8
Source: the OMol25 dataset
Level of theory: wB97M-V/def2-TZVPD

Atoms and positions in Å:
C 2.5034 0.5195 1.0013
N 2.1225 1.4123 -0.1302
C 2.8438 1.2410 -1.4613
O 2.8215 -0.1620 -1.6908
C 1.8015 -0.7762 1.2014
N 0.4597 -0.6108 1.7399
C -0.0872 -1.5406 2.4983
O -1.1465 -1.3784 3.0986
H 3.6612 0.3550 0.8961
H 2.5925 1.1201 1.9709
H 1.1311 1.2257 -0.2876
H 3.7867 1.5948 -1.3443
H 2.2230 1.8272 -2.1306
H 2.3722 -1.6027 1.7702
H 1.6223 -1.1768 0.0662
H 0.2063 0.4342 1.9363
H 0.4728 -2.3915 2.6535
H -0.9583 -0.0704 -1.2184
H -2.2115 0.6677 -0.8338
O -1.5751 0.0078 -0.4178
H 0.3597 0.0918 -3.3093
H 1.8083 -0.4084 -1.8815
O 0.2415 0.1217 -2.3580
H -4.1288 -1.9125 0.4282
H -3.4728 -0.6327 0.3379
O -4.0003 -1.1023 0.8889
H -1.6537 -2.0137 -0.4540
H -1.3521 -2.4703 -1.9139
O -1.6358 -2.8698 -1.0617
H -2.1791 0.3712 1.5466
H -3.2504 0.3232 2.5576
O -2.6164 0.8979 2.2223
H -0.7402 2.2902 -2.3534
H -0.7977 3.5442 -1.6013
O -1.2239 3.0734 -2.3662

Results
Frontier orbital gap, eV: 8.816
Multiplicity: 1
E_LUMO, eV: 3.3
HOMO, eV: -5.56
Total charge: -1

---

Computed energies relative to the best structure, in kcal/mol: 1 0.0; 2 59.8

---

1 | Formula: CN2O3
Source: the OMol25 dataset
Level of theory: wB97M-V/def2-TZVPD

Atoms and positions in Å:
O -1.1229 -1.1147 -1.7746
C -0.6707 -0.1172 -1.3809
O -0.2285 0.8998 -1.0175
N 1.0854 1.1353 1.7017
N 0.6863 0.1244 1.4067
O 0.2504 -0.9276 1.0647

Results
Frontier orbital gap, eV: 12.778
Multiplicity: 1
Structure (SMILES): N#[N+][O-].O=C=O
E_LUMO, eV: 0.6
HOMO, eV: -12.22
Total charge: 0

---

2 | Formula: CN2O3
Source: the OMol25 dataset
Level of theory: wB97M-V/def2-TZVPD

Atoms and positions in Å:
C 0.1980 -0.3515 -1.2690
N 1.2850 0.1829 -1.0950
N -0.1617 0.4092 1.2734
O -1.1816 -0.1061 1.5608
O 0.7443 0.6150 0.5973
O -0.8840 -0.7495 -1.0675

Results
Frontier orbital gap (alpha / beta), eV: 7.992 / 9.001
Multiplicity: 1
E_LUMO (alpha / beta), eV: -1.8 / -1.1
HOMO (alpha / beta), eV: -9.79 / -10.13
Total charge: 0

---

Computed energies relative to the best structure, in kcal/mol: 1 0.0; 2 144.8

---

1 | Formula: C24H64O8
Source: the OMol25 dataset
Level of theory: wB97M-V/def2-TZVPD

Atoms and positions in Å:
C 0.0558 -1.6098 -0.8207
C -0.5158 -0.8167 0.3389
C 0.5558 -0.1966 1.2238
O -1.2461 0.2634 -0.2781
H -0.7576 -2.0729 -1.3822
H 0.6399 -2.4699 -0.4787
H 0.6784 -0.9966 -1.4705
H -1.1990 -1.4608 0.8981
H 1.0097 0.6312 0.6797
H 1.3657 -0.8628 1.5405
H 0.1302 0.1372 2.1729
H -1.5820 0.8412 0.4214
C -0.7921 -6.0402 -4.1498
C -1.4112 -4.7920 -4.7650
C -0.4157 -3.6335 -4.7166
O -1.8881 -5.0068 -6.0707
H 0.1982 -6.2654 -4.5580
H -1.4204 -6.9191 -4.3350
H -0.6768 -5.9718 -3.0681
H -2.2300 -4.4986 -4.0970
H -0.1426 -3.3418 -3.7066
H -0.8138 -2.7775 -5.2702
H 0.4729 -3.8594 -5.3199
H -1.5313 -5.8357 -6.4000
C 4.6034 -3.6634 0.8255
C 5.1544 -2.7297 -0.2372
C 4.2110 -1.5802 -0.5679
O 6.4183 -2.1921 0.1506
H 5.3511 -4.3484 1.2196
H 3.7801 -4.2524 0.4124
H 4.2104 -3.0673 1.6548
H 5.3629 -3.2853 -1.1553
H 3.9209 -1.0523 0.3476
H 3.2830 -1.8698 -1.0634
H 4.7603 -0.8733 -1.1901
H 6.2487 -1.5646 0.8709
C -1.5869 3.0272 -2.0072
C -1.5468 3.7135 -3.3611
C -2.7513 4.6456 -3.5553
O -0.3237 4.4273 -3.4825
H -1.5070 3.7467 -1.1918
H -0.8608 2.2217 -1.9646
H -2.5862 2.5854 -1.9372
H -1.6566 2.9412 -4.1333
H -2.7648 5.0982 -4.5451
H -2.7703 5.4316 -2.7971
H -3.6502 4.0403 -3.4079
H -0.0561 4.4766 -4.4032
C -4.2841 0.1345 -3.8528
C -3.6123 -0.4681 -2.6414
C -4.0256 -1.9059 -2.3635
O -2.2073 -0.3824 -2.8750
H -4.0502 1.1932 -3.9545
H -5.3767 0.0316 -3.8255
H -4.0226 -0.3878 -4.7768
H -3.8508 0.1416 -1.7633
H -4.9165 -1.9304 -1.7259
H -3.2358 -2.4248 -1.8203
H -4.2829 -2.4879 -3.2505
H -1.7504 -0.1936 -2.0415
C -0.6116 3.2610 5.5887
C -0.2688 1.8788 5.0612
C 0.8410 1.2156 5.8693
O -1.4500 1.0550 5.0709
H 0.2737 3.8945 5.6798
H -1.0314 3.2078 6.5965
H -1.3309 3.7593 4.9390
H 0.0276 1.9094 4.0138
H 1.7322 1.8400 5.7579
H 1.0773 0.2409 5.4385
H 0.5981 1.0592 6.9189
H -1.8180 0.9810 5.9559
C -4.2525 1.5435 0.9827
C -3.4170 2.0618 2.1246
C -4.1630 2.1323 3.4397
O -2.2567 1.2119 2.2606
H -3.7232 1.5661 0.0293
H -5.1378 2.1760 0.8836
H -4.5767 0.5113 1.1329
H -3.0278 3.0503 1.8507
H -3.6112 2.6741 4.2042
H -4.3313 1.1082 3.7905
H -5.1639 2.5516 3.3222
H -1.9925 1.1356 3.1856
C 4.4722 1.4430 2.3255
C 5.8892 0.9248 2.0441
C 6.9741 1.6994 2.7583
O 5.9571 -0.4864 2.3855
H 3.7807 1.1911 1.5317
H 4.5284 2.5203 2.5126
H 4.1834 1.0637 3.3114
H 6.0581 0.9107 0.9667
H 7.2011 2.6027 2.1900
H 7.9090 1.1328 2.7564
H 6.7408 1.8834 3.8081
H 5.8073 -0.5524 3.3344

Results
Frontier orbital gap, eV: 9.877
Multiplicity: 1
Structure (SMILES): CC(C)O.CC(C)O.CC(C)O.CC(C)O.CC(C)O.CC(C)O.CC(C)O.CC(C)O
E_LUMO, eV: 0.4
HOMO, eV: -9.51
Total charge: 0

---

2 | Formula: C24H64O8
Source: the OMol25 dataset
Level of theory: wB97M-V/def2-TZVPD

Atoms and positions in Å:
C 0.0474 0.1806 0.4875
C -0.9143 0.3680 -0.6804
C -0.4139 1.2801 -1.7654
O -1.1985 -0.9224 -1.2771
H -0.4083 -0.3398 1.3257
H 0.3745 1.1558 0.8632
H 0.9257 -0.3201 0.0688
H -1.8558 0.7141 -0.2340
H 0.0156 2.1986 -1.3593
H -1.1999 1.5498 -2.4694
H 0.3824 0.8393 -2.3718
H -1.7236 -1.3950 -0.6019
C 1.6965 -4.0857 -3.1265
C 1.3644 -2.7473 -2.4822
C 2.5681 -1.8706 -2.2069
O 0.4188 -2.0558 -3.2907
H 2.2210 -4.7171 -2.4094
H 2.2767 -4.0363 -4.0481
H 0.7354 -4.5370 -3.3835
H 0.8744 -2.9580 -1.5191
H 3.1695 -2.2665 -1.3794
H 2.2244 -0.8869 -1.8785
H 3.2485 -1.7802 -3.0548
H -0.1070 -1.4515 -2.7410
C 3.5619 0.8737 2.2622
C 3.0993 -0.5395 2.6020
C 3.9008 -1.5860 1.8440
O 3.2799 -0.7417 4.0190
H 2.9354 1.6805 2.6416
H 3.7021 1.0145 1.1870
H 4.5584 1.0550 2.6810
H 2.0363 -0.6984 2.4224
H 3.6329 -2.5765 2.2080
H 4.9636 -1.4025 2.0221
H 3.6972 -1.5094 0.7752
H 4.2155 -0.6409 4.2257
C 0.0964 3.8137 -4.1243
C -0.0022 5.2519 -3.6833
C -0.1144 5.3974 -2.1695
O 1.1087 6.0323 -4.1568
H 0.1791 3.6952 -5.2029
H -0.8072 3.3108 -3.7783
H 0.9418 3.3034 -3.6574
H -0.9154 5.7097 -4.0859
H 0.8199 5.1515 -1.6484
H -0.8518 4.7358 -1.7039
H -0.3122 6.4135 -1.8211
H 0.7468 6.8668 -4.4608
C -3.4318 -2.9636 2.8255
C -3.2585 -3.1184 1.3269
C -4.2751 -2.3612 0.4834
O -1.9731 -2.6295 0.8942
H -4.4198 -3.3218 3.1188
H -3.3210 -1.9188 3.1181
H -2.6799 -3.5419 3.3652
H -3.3165 -4.1876 1.0831
H -5.2576 -2.8206 0.6327
H -4.0949 -2.3841 -0.5894
H -4.3411 -1.3196 0.8058
H -1.2734 -3.1571 1.3019
C -0.1713 -0.3360 -7.0155
C 1.2489 -0.5244 -6.4950
C 1.6651 0.5529 -5.4864
O 1.3731 -1.8143 -5.9072
H -0.3524 -1.0009 -7.8584
H -0.2428 0.7017 -7.3618
H -0.9090 -0.5392 -6.2404
H 1.9410 -0.4927 -7.3410
H 1.1454 0.4385 -4.5335
H 1.4844 1.5657 -5.8512
H 2.7323 0.4480 -5.2817
H 1.0558 -1.7894 -4.9785
C -3.1269 1.4941 2.3783
C -3.2896 2.2730 3.6821
C -1.9387 2.5005 4.3658
O -3.9614 3.5023 3.4549
H -2.6133 2.0789 1.6099
H -4.1079 1.2497 1.9597
H -2.6208 0.5367 2.5154
H -3.9172 1.6581 4.3307
H -1.2694 1.6875 4.0887
H -2.0678 2.3896 5.4435
H -1.4932 3.4570 4.0987
H -3.3305 4.1279 3.0868
C 0.8542 -1.6733 6.7430
C 0.2324 -1.9491 5.3878
C -0.2522 -0.6631 4.7089
O 1.2012 -2.5130 4.5072
H 0.1592 -1.3514 7.5252
H 1.5822 -0.8637 6.6616
H 1.2866 -2.5937 7.1383
H -0.6498 -2.5884 5.4643
H 0.5750 -0.0140 4.4032
H -0.9065 -0.0447 5.3306
H -0.7813 -0.8734 3.7752
H 1.9130 -1.8404 4.4609

Results
Frontier orbital gap, eV: 9.641
Multiplicity: 1
Structure (SMILES): CC(C)O.CC(C)O.CC(C)O.CC(C)O.CC(C)O.CC(C)O.CC(C)O.CC(C)O
E_LUMO, eV: 0.4
HOMO, eV: -9.25
Total charge: 0

---

Computed energies relative to the best structure, in kcal/mol: 1 2.8; 2 0.0

---

1 | Formula: C6H10NO2
Source: the OMol25 dataset
Level of theory: wB97M-V/def2-TZVPD

Atoms and positions in Å:
C 1.3470 0.4469 -0.0447
C 0.3645 0.6232 -1.0282
C 1.3203 0.2337 1.2398
C 0.7417 0.7927 -2.4604
C -3.0999 0.1099 -0.6465
C 1.6079 -1.3133 2.9622
N -1.8347 0.1959 -0.0698
O -0.9429 0.5836 -0.9782
O 1.3452 0.0516 2.4341
H 2.4174 0.4166 -0.4917
H 0.0214 1.5235 -2.7559
H 1.6496 1.2882 -2.4255
H 0.6314 -0.0626 -3.1032
H -3.9314 0.2965 0.1904
H -3.1725 0.6574 -1.5749
H -3.3565 -1.0039 -0.9061
H 2.2468 -1.2343 3.9443
H 1.9414 -1.9309 2.1458
H 0.7033 -1.6748 3.5683

Results
Frontier orbital gap (alpha / beta), eV: 6.911 / 7.827
Multiplicity: 1
E_LUMO (alpha / beta), eV: -4.9 / -4.7
HOMO (alpha / beta), eV: -11.82 / -12.54
Total charge: +1

---

2 | Formula: C6H10NO2
Source: the OMol25 dataset
Level of theory: wB97M-V/def2-TZVPD

Atoms and positions in Å:
C 1.7220 -1.2993 -0.1417
C 1.9315 0.1021 -0.1134
C 0.5390 -1.8715 -0.3693
C -2.7891 0.2594 0.3737
C 3.2578 0.5878 0.3265
C -4.0559 -0.0921 0.3659
N 1.0066 1.0314 -0.4605
O -0.4356 -2.3987 -0.6466
O -1.8585 0.3153 -0.6722
H 2.6328 -1.6992 0.2825
H 3.2655 0.5369 1.4096
H 3.3672 1.6073 0.0152
H 3.9045 -0.2910 0.0153
H -4.7317 -0.2230 -0.4446
H 0.1116 0.8602 -0.6746
H -4.6557 -0.0664 1.3163
H -2.2050 0.3308 1.2848
H 1.3893 1.9479 -0.2675
H -2.3961 0.3622 -1.5993

Results
Frontier orbital gap, eV: 8.100
Multiplicity: 1
E_LUMO, eV: -4.5
HOMO, eV: -12.61
Total charge: +1

---

Computed energies relative to the best structure, in kcal/mol: 1 138.4; 2 0.0